This record from the Open Molecules 2025 dataset describes a cluster of 23 separate species, C68H192F3N30O24 in total at a distorted geometry. The level of theory is ωB97M-V/def2-TZVPD.

Structure (XYZ):
```
317
Properties=species:S:1:pos:R:3:forces:R:3:lowdin_charge:R:1
C -0.56892 -1.51566 1.20691 1.1489 -1.4703 -0.5351 -0.46
O 0.80835 -1.31639 0.72201 -0.3606 -0.3096 -0.1523 -0.15
O -0.64696 -1.66675 2.53118 -0.2545 0.4906 -0.6593 -0.18
C -1.30006 -0.38178 0.55665 0.2157 -0.0710 -0.2698 -0.59
F -2.60844 -0.55257 0.77079 -0.5444 0.7665 0.2683 0.13
F -0.85264 0.80752 0.93856 -0.5825 0.7574 0.4788 0.15
F -1.15757 -0.39677 -0.79140 -0.0699 -0.1019 -0.2941 0.11
C 1.32402 -2.41264 -0.05953 -0.2166 0.1797 1.3669 -0.24
C 0.89331 -2.46804 -1.49662 0.6298 -0.1539 0.3540 -0.04
H 0.88917 -1.46305 -1.90045 0.0928 0.1017 -0.3711 0.06
H 1.63121 -3.11743 -1.99019 -0.3824 0.2123 -0.2776 0.08
H -0.08758 -2.89217 -1.58907 -0.5320 -0.2049 -0.2830 0.05
H 1.09185 -3.31404 0.50812 -0.1708 -0.3491 -0.2944 0.10
H 2.39540 -2.33237 0.01143 0.6008 0.2647 -0.0139 0.10
H -1.00555 -2.36376 0.56355 0.5791 0.2330 0.8177 0.14
C -5.72837 -1.37086 1.71633 -1.5134 0.4585 0.4176 -0.05
C -6.60568 -1.79259 2.90491 0.0340 0.3896 0.7399 -0.36
C -6.83027 -3.28636 2.82849 0.5727 -0.5675 -1.3435 -0.26
O -7.43702 -3.83458 3.94187 0.1888 -0.5651 1.6689 -0.18
C -6.44506 -4.62880 4.64984 -2.0305 -0.4094 0.0353 -0.08
N -5.89080 -1.46485 4.17637 -0.7366 0.6869 -0.3542 0.06
H -6.19218 -1.43428 0.71470 -0.1005 -0.0412 0.6671 0.07
H -4.92391 -2.04562 1.72408 1.5636 -0.5946 -0.1039 0.04
H -5.41429 -0.35999 1.92069 0.3859 0.3144 -0.2902 0.05
H -7.52630 -1.18050 2.94662 0.1397 -0.6118 -0.2314 0.14
H -5.83066 -3.79298 2.77941 -0.4246 0.7728 -0.6509 0.10
H -7.39655 -3.57881 1.91495 0.1636 0.2648 0.3425 0.14
H -6.07850 -5.34033 3.92234 -0.0553 -0.8692 0.1277 0.07
H -6.96552 -5.08352 5.52862 0.5953 0.2601 -0.7918 0.11
H -5.56111 -4.09813 4.91742 0.4266 0.8139 0.5522 0.04
H -5.10897 -2.05627 4.26643 1.5520 -0.9685 -0.2630 0.03
H -6.40211 -1.72640 5.01808 -0.5762 0.3085 -0.3491 0.08
C 9.29165 3.09289 -2.47379 -1.5176 1.4260 0.7482 -0.04
C 7.89320 3.42639 -3.17591 1.2904 0.1442 1.7576 -0.42
C 6.84361 3.59028 -2.09659 0.3069 -2.9445 1.2533 -0.25
O 5.61093 3.81470 -2.66094 -1.2609 1.5915 -0.5327 -0.21
C 4.43306 3.70118 -1.84907 0.8084 -0.8366 -0.9096 -0.07
N 8.06101 4.59530 -3.98552 0.6982 1.1545 -0.3025 0.04
H 9.31219 2.15170 -1.95292 -0.0490 -0.7294 -0.3113 0.06
H 9.50040 3.80420 -1.62350 -0.4158 -0.1912 -0.9032 0.08
H 10.09382 3.22945 -3.16877 0.4065 -0.2861 -0.4921 0.06
H 7.54811 2.60105 -3.77186 0.1657 -0.4194 -0.6220 0.12
H 7.18983 4.27302 -1.32917 -0.2644 0.7217 0.1680 0.11
H 6.75852 2.56915 -1.58820 0.3355 0.9251 -0.0924 0.15
H 4.50405 2.76736 -1.30544 -0.4453 -0.4724 -0.1452 0.07
H 3.59714 3.81634 -2.52968 -0.1658 -0.6153 -0.0801 0.07
H 4.26778 4.42338 -1.09416 0.4997 1.2907 0.6902 0.05
H 8.29472 5.42441 -3.42273 -0.0221 -0.6192 -0.1739 0.09
H 7.23696 4.85220 -4.49799 -0.4535 -0.1582 -0.1924 0.06
C -6.64067 4.94500 0.28553 -0.1139 -0.5574 -0.9304 -0.05
C -7.54083 4.12646 1.20823 0.7519 0.2784 -0.5427 -0.46
C -6.67353 3.05511 1.87454 -2.0985 -0.2542 1.1523 -0.16
O -7.54776 2.33862 2.80047 1.1166 0.2085 -0.6349 -0.20
C -6.77483 1.56961 3.72095 -0.4010 0.3038 -0.0632 -0.11
N -8.13827 5.00014 2.17393 -0.3088 1.1343 0.9966 0.03
H -5.82401 5.40262 0.83549 0.2028 0.0625 0.2739 0.06
H -7.21265 5.75601 -0.17914 0.1131 -0.2184 -0.0522 0.08
H -6.17715 4.28509 -0.49053 -0.3914 0.5864 0.4781 0.08
H -8.42008 3.77199 0.65754 0.4854 -0.6661 -0.1879 0.14
H -5.95034 3.62877 2.44153 0.5410 -0.0486 0.2775 0.10
H -6.18309 2.31796 1.25396 0.1989 -0.0116 -0.5824 0.11
H -6.55361 2.14038 4.61526 0.0374 0.2877 0.3164 0.09
H -5.81357 1.26649 3.31887 0.0753 -0.1714 -0.2557 0.05
H -7.35470 0.70067 3.99798 -0.0356 -0.1650 0.0559 0.07
H -8.71631 4.46402 2.81842 0.4156 0.3158 0.0772 0.08
H -7.48489 5.63389 2.67149 -0.5364 -0.9483 -0.3740 0.08
C 5.59830 -6.74286 -2.18006 1.6678 0.3184 0.2309 -0.07
C 4.89255 -5.97629 -1.07631 -0.2025 0.6089 -0.9335 -0.46
C 4.22561 -4.71591 -1.66733 -0.1769 -0.3839 0.3371 -0.19
O 5.15532 -3.82924 -2.26433 -0.1966 -0.0961 0.0639 -0.19
C 5.70823 -2.91440 -1.35900 0.5392 0.5399 -0.7045 -0.12
N 3.87563 -6.82962 -0.49661 -0.1449 0.0946 1.3411 0.04
H 4.89392 -7.29384 -2.78591 -0.2560 -0.1600 -0.1758 0.07
H 6.36571 -7.44079 -1.75471 -0.7478 0.3365 -0.3036 0.09
H 6.17175 -6.03837 -2.81394 -0.3530 -0.3625 0.1781 0.08
H 5.61519 -5.61045 -0.35875 0.4605 -0.0824 0.4467 0.12
H 3.63198 -4.17608 -0.91312 0.0953 -0.2578 0.0299 0.11
H 3.55235 -5.07015 -2.43597 -0.2975 0.0804 -0.3781 0.12
H 6.10263 -3.34986 -0.46540 0.4358 -0.7344 0.6052 0.07
H 5.01437 -2.15819 -0.99643 -0.4882 0.2432 -0.2779 0.07
H 6.53219 -2.43484 -1.90315 -0.1908 0.0960 0.2785 0.10
H 4.31774 -7.72739 -0.30747 -0.1821 0.0370 0.0053 0.07
H 3.64027 -6.42894 0.43472 -0.1470 -0.3720 -0.7664 0.05
C 1.01730 6.21540 0.64157 -1.8338 -1.1341 1.4108 -0.02
C 0.75531 5.05613 -0.34177 0.0480 1.2201 -0.9185 -0.44
C 1.16051 3.67210 0.04183 0.5577 -1.3731 0.8932 -0.16
O 1.16252 2.88518 -1.19322 -0.2944 0.7186 0.8364 -0.18
C 1.69049 1.58214 -1.07420 1.0186 0.1185 2.4322 -0.10
N -0.63183 5.12439 -0.78572 -0.5091 1.1443 1.0024 0.08
H 0.69659 7.19973 0.26236 0.0993 -0.5799 -0.0872 0.09
H 2.01647 6.27712 1.02495 0.7344 -0.0731 -0.1215 0.06
H 0.37903 5.97581 1.55896 0.6408 0.5786 -0.9363 0.08
H 1.31796 5.27160 -1.23784 0.6205 0.0849 -0.3226 0.09
H 0.45991 3.25421 0.78559 -0.1160 -0.1396 -0.4826 0.11
H 2.12096 3.62550 0.63253 -0.1914 0.0610 -1.1118 0.13
H 2.73218 1.68587 -0.68991 -0.2056 -0.1936 -0.4951 0.07
H 1.70475 1.07024 -2.01243 -0.2241 -0.0656 -0.7098 0.07
H 1.21835 0.95013 -0.28632 -0.2756 0.4480 -0.7530 0.07
H -0.95761 4.28312 -1.19648 0.0489 -1.0033 -0.5253 0.03
H -1.23567 5.27637 0.02283 -0.0015 0.0990 -0.0752 0.06
C -2.36971 7.90097 2.97715 0.4688 0.6468 0.5999 -0.07
C -3.60335 7.13089 2.67407 -0.7343 -0.5718 -0.5218 -0.46
C -3.39268 5.63809 3.02207 -0.6477 0.2553 -1.5279 -0.17
O -2.42418 5.15271 2.08967 -0.1369 -0.5121 0.0775 -0.23
C -1.69400 4.02246 2.59082 0.1452 1.1106 -0.2076 -0.09
N -4.72399 7.78136 3.32242 0.9913 0.7514 0.5425 0.05
H -1.59093 7.34937 2.47372 0.7337 0.2394 0.0514 0.06
H -2.18142 7.95333 4.07119 0.0292 -0.1045 -0.5374 0.09
H -2.45269 8.93048 2.59634 0.1465 -0.3759 0.0843 0.09
H -3.70829 7.20691 1.57313 -0.3675 -0.2634 0.4199 0.15
H -4.33660 5.05809 2.88619 0.4542 0.3548 0.2313 0.11
H -3.05436 5.52219 4.03707 0.2393 -0.0464 0.6293 0.12
H -1.26953 3.44710 1.77121 -0.5065 -0.1482 -0.1255 0.06
H -2.29603 3.44072 3.26945 -0.2176 -0.3616 0.0017 0.05
H -0.84070 4.43700 3.11491 0.4070 -0.0963 0.5540 0.09
H -4.56139 7.82846 4.31757 0.1147 0.1217 0.2019 0.07
H -5.61781 7.39268 3.21728 -1.2235 -0.9085 -0.5849 0.03
C -4.31235 -2.29991 7.44650 1.5239 -0.0644 -0.1157 -0.07
C -4.37107 -0.87967 8.00950 0.6144 0.7511 -1.8414 -0.40
C -2.95696 -0.19260 7.93278 -1.3431 0.8206 0.2076 -0.15
O -3.13270 1.11841 8.59167 0.7546 -1.2417 -0.6847 -0.20
C -2.16406 2.06285 8.14921 0.0464 -0.8135 1.0589 -0.12
N -5.45914 -0.14532 7.32286 0.5831 -1.9394 0.4134 0.07
H -5.28830 -2.78881 7.35566 0.2659 0.1019 0.3842 0.07
H -3.53839 -2.88154 8.00070 -0.9046 0.0153 -0.0813 0.08
H -3.84879 -2.28228 6.44608 -0.3742 0.1738 -0.0560 0.06
H -4.49867 -0.89553 9.05780 -0.8935 -0.0893 1.2303 0.11
H -2.57097 -0.02415 6.89641 -0.3448 -0.3031 0.6593 0.12
H -2.30600 -0.85585 8.52494 0.3345 0.4605 -0.2542 0.12
H -2.20780 2.90530 8.79971 -0.5386 0.8624 0.4952 0.07
H -2.36536 2.36470 7.14703 0.1273 0.1340 -0.9645 0.06
H -1.13768 1.72374 8.32355 0.0656 -0.4321 -0.5154 0.08
H -5.76543 0.67635 7.76551 0.0011 1.1586 0.7526 0.05
H -5.14566 0.07378 6.40454 0.1142 0.3477 -0.8962 0.04
C -1.75243 5.43380 -4.26894 0.4805 1.4871 0.9897 -0.06
C -0.34768 5.45485 -4.86395 1.1663 -0.2364 0.7116 -0.40
C 0.73169 5.51998 -3.75074 -0.7995 0.3786 0.8186 -0.20
O 2.02510 5.54582 -4.29797 -0.4681 -0.5141 -1.0435 -0.24
C 3.04268 6.34589 -3.76444 0.5252 0.3238 -1.2366 -0.10
N -0.10449 4.17871 -5.62508 -0.8936 1.3758 -0.7677 0.03
H -2.06909 6.44643 -3.95802 0.4205 -0.2018 -0.0491 0.09
H -1.89238 4.83999 -3.34485 0.2860 -0.1482 -0.8020 0.07
H -2.43509 5.20989 -5.04415 -0.9474 -0.8078 -0.6815 0.05
H -0.17337 6.29893 -5.57269 -0.4256 -0.2208 0.6129 0.14
H 0.60191 4.59682 -3.15955 0.1104 0.2320 -0.0480 0.11
H 0.58253 6.38073 -3.04333 -0.0884 -0.5495 -0.7126 0.14
H 2.71513 7.40428 -3.68331 0.2840 -0.4871 0.1025 0.10
H 3.87162 6.23544 -4.53252 -0.8087 0.4806 1.0922 0.10
H 3.38610 5.94055 -2.82327 0.1469 0.2158 0.4833 0.06
H -0.79723 4.29092 -6.39598 0.5084 -0.7528 0.5669 0.09
H 0.76226 4.38623 -6.11600 0.3272 -0.4163 0.0302 0.07
C 5.52741 4.90994 1.45506 -0.0318 -0.6416 -0.3017 -0.03
C 5.00820 3.80950 2.43029 -0.5107 1.5781 -1.4822 -0.43
C 5.41616 2.40878 2.09215 -0.5022 -0.6785 0.2709 -0.23
O 4.85977 1.93643 0.87972 -0.0212 -0.3766 -0.0316 -0.22
C 5.13383 0.54391 0.76529 0.9566 0.5466 0.3492 -0.10
N 5.32622 4.05500 3.81664 -1.5939 0.5490 0.1340 0.06
H 5.55769 5.86626 1.92651 0.2519 0.6125 0.7271 0.06
H 4.88301 5.10028 0.58381 -0.0314 -0.5613 0.3838 0.05
H 6.49922 4.67404 1.03450 0.4005 0.0006 0.0930 0.06
H 3.91597 3.93851 2.30071 0.3330 -0.7072 0.5195 0.13
H 4.98835 1.83935 2.91705 -0.1054 -0.4993 0.0917 0.10
H 6.50386 2.20418 2.14576 -0.0941 0.4690 -0.3058 0.14
H 6.23530 0.43425 0.80771 -0.3138 -0.3115 -0.2771 0.10
H 4.73757 0.17232 -0.16657 -0.1037 -0.0359 -0.3271 0.07
H 4.72301 -0.02053 1.60482 -0.2195 0.0238 -0.0066 0.06
H 4.77842 3.40162 4.37060 -0.0602 0.1966 0.0875 0.06
H 6.27177 3.89901 4.02224 1.6249 -0.2108 0.2048 0.05
C -4.51839 -4.76082 -3.90001 0.6716 -0.8151 -0.3824 -0.05
C -3.68545 -3.51650 -3.52281 -1.3337 0.2781 -0.6405 -0.46
C -2.87627 -3.62469 -2.28079 -0.0878 -1.6721 0.3392 -0.19
O -3.60958 -4.38192 -1.30590 -0.0774 1.2416 1.3049 -0.21
C -4.12164 -3.47630 -0.31194 0.4096 1.6403 -1.9832 -0.08
N -2.80262 -3.09627 -4.58554 -0.6069 -0.0727 -2.1529 0.04
H -5.27838 -5.08667 -3.16249 0.1933 0.8570 -0.3998 0.08
H -3.91086 -5.68834 -4.01103 0.0405 0.7109 -0.2205 0.08
H -4.95265 -4.50261 -4.89051 -0.0684 -0.4964 0.6394 0.08
H -4.45571 -2.77009 -3.40051 -0.4417 0.6900 0.4835 0.11
H -2.54135 -2.64873 -1.90558 0.0373 -0.2452 0.0146 0.12
H -2.05326 -4.29067 -2.52783 0.6595 0.2656 -0.0113 0.12
H -3.31978 -2.86009 0.12535 -0.1307 -0.6500 0.3250 0.07
H -4.76734 -3.92900 0.37878 -0.3576 -1.1624 1.0978 0.06
H -4.75965 -2.71015 -0.80069 0.0944 -0.2785 -0.1187 0.09
H -3.27765 -2.60522 -5.39000 0.7220 -0.7632 1.4812 0.11
H -2.00894 -2.55894 -4.29296 0.2840 0.5058 0.1879 0.02
C -6.35565 1.52565 -3.18172 1.4848 0.2735 0.9123 -0.05
C -6.00492 0.57896 -1.99798 -0.2086 0.5721 -1.2512 -0.44
C -4.73399 0.95140 -1.25161 0.4493 -1.4353 1.2619 -0.22
O -4.56740 2.31448 -1.05168 -0.0972 0.7508 -0.6661 -0.18
C -3.33942 2.70848 -0.48215 -0.1175 -0.1429 0.4061 -0.09
N -7.22078 0.47818 -1.23495 -0.3385 -0.3366 1.0135 0.05
H -7.15473 1.02151 -3.70336 -0.2395 0.3764 -0.3910 0.07
H -5.47516 1.76017 -3.82290 -0.6039 -0.4133 0.2276 0.08
H -6.63808 2.49378 -2.73001 -0.2867 -0.3863 -0.4045 0.07
H -5.88470 -0.41706 -2.41854 0.5043 -0.2232 -0.0606 0.12
H -3.85415 0.51087 -1.72744 0.2053 0.1247 -0.5291 0.10
H -4.72105 0.41581 -0.26735 -0.2541 0.3303 -0.3822 0.11
H -2.42037 2.31669 -0.94201 -0.3456 -0.2451 -0.3500 0.09
H -3.30417 2.44969 0.56563 0.0571 -0.4069 0.5515 0.08
H -3.31250 3.77950 -0.50024 -0.0021 0.6830 -0.2291 0.08
H -7.43086 1.37178 -0.79379 -0.0563 -0.3305 0.2160 0.07
H -7.14547 -0.27286 -0.53296 -0.1986 0.8952 -0.3054 0.06
C 5.39201 2.22510 -6.73566 0.4282 -0.0966 2.1712 -0.04
C 4.12556 2.61558 -5.90025 1.0942 -1.2374 -0.0484 -0.40
C 3.84809 1.77248 -4.63295 2.2845 0.4076 -0.2384 -0.24
O 3.69547 0.42442 -4.83841 -0.1238 -2.3490 -0.6930 -0.19
C 3.90109 -0.38678 -3.68001 0.5129 0.7294 0.0959 -0.07
N 4.14285 3.98976 -5.44927 1.4239 -0.2105 -0.3210 0.06
H 6.34707 2.29968 -6.14632 -0.8181 0.2711 -0.2142 0.08
H 5.48188 2.89888 -7.56625 -0.0316 0.1284 -0.5451 0.06
H 5.37956 1.17512 -7.01874 -0.3651 0.0140 -0.3532 0.07
H 3.32369 2.46387 -6.60024 -0.7741 0.0820 -0.2455 0.12
H 2.96287 2.12178 -4.19469 -1.4690 1.1073 0.8925 0.09
H 4.69189 1.92310 -3.90262 -0.5720 0.2285 -0.6190 0.12
H 4.66481 -1.15414 -3.87803 -0.5274 -0.0194 -0.1333 0.09
H 2.96576 -0.80695 -3.28472 0.1831 -0.0493 -0.2589 0.08
H 4.33477 0.27212 -2.91611 -0.1296 -0.2629 0.2421 0.07
H 4.82748 4.01580 -4.67340 -0.6326 0.3116 -0.3782 0.06
H 3.23022 4.16645 -5.08705 -0.5214 0.5932 0.4852 0.02
C 2.12884 -3.56902 -8.09800 1.0027 -1.8222 -0.3320 -0.09
C 1.36204 -2.46210 -7.46529 -1.6544 -0.6199 -0.4310 -0.41
C -0.00577 -2.54475 -8.15716 -1.1252 1.3382 0.0190 -0.19
O 0.04782 -1.91029 -9.45769 0.5213 -0.8801 0.5549 -0.20
C -1.21213 -1.69337 -10.08025 0.8472 -0.9655 0.9018 -0.10
N 1.28196 -2.70385 -6.00866 0.0954 -0.3808 -1.3387 0.06
H 1.72305 -4.61000 -7.88598 -0.1012 1.3593 -0.0935 0.10
H 3.11773 -3.62522 -7.65481 0.5832 0.1414 -0.3522 0.07
H 2.16143 -3.46973 -9.20019 0.2477 0.0887 0.6080 0.09
H 1.77333 -1.48667 -7.69672 0.2606 0.2535 -0.1266 0.14
H -0.75558 -1.98886 -7.55540 0.1041 -0.3604 -0.0976 0.13
H -0.31126 -3.59418 -8.27486 -0.0984 0.1961 0.1510 0.13
H -0.97756 -1.47292 -11.10578 -0.3050 0.3199 -0.3586 0.08
H -1.69566 -0.93440 -9.52879 -0.6784 1.5592 0.1642 0.07
H -1.91996 -2.51712 -9.99181 0.2954 -0.6647 -0.2637 0.08
H 0.71790 -2.04437 -5.52557 -1.1919 0.8695 0.2529 0.02
H 2.17974 -2.44026 -5.69002 1.4067 -0.1639 0.6858 0.07
C 6.63808 -4.05523 3.59146 1.6363 -1.6164 -0.3200 -0.07
C 6.63298 -2.59164 3.29140 0.8064 1.0525 -0.0844 -0.43
C 5.39894 -2.02293 3.90886 -0.3823 1.5940 1.1308 -0.19
O 5.65105 -1.98483 5.33520 -0.0648 -0.8156 -1.1845 -0.19
C 4.70956 -1.24787 6.03009 -0.7421 0.2667 0.3379 -0.13
N 7.86016 -1.87366 3.75887 -0.5492 -1.9855 -0.3402 0.06
H 7.57644 -4.47500 3.14326 -0.8547 0.0609 0.2669 0.09
H 5.76355 -4.62550 3.21918 0.3926 0.5854 -0.0243 0.08
H 6.72165 -4.25102 4.65540 -0.0964 0.0963 0.2800 0.08
H 6.63349 -2.48746 2.21165 -0.3276 0.2153 -0.2943 0.13
H 4.53072 -2.63114 3.64062 0.1089 -0.0304 0.4233 0.09
H 5.16914 -0.97117 3.64562 0.1977 -0.3426 -0.3527 0.11
H 3.69111 -1.69229 5.97396 0.4204 0.3735 -0.0657 0.08
H 4.69877 -0.19210 5.73963 -0.2838 0.0083 -0.4789 0.09
H 5.02423 -1.21640 7.05524 0.0811 -0.3000 0.6973 0.08
H 7.97201 -0.97098 3.33739 -0.1532 0.3426 0.3022 0.05
H 7.89031 -1.91120 4.77141 0.0418 0.6097 -0.2429 0.07
C -2.55692 1.09272 4.20215 1.3662 -2.5021 -1.4307 -0.68
O -3.24019 1.90820 4.75006 -0.9862 1.8566 0.9556 0.02
N -1.18487 1.23578 3.98133 0.6080 -0.2323 0.0446 0.16
N -3.08444 -0.08964 3.69905 0.1075 1.0032 0.6337 0.19
H -0.58328 0.45960 3.65511 -1.1483 0.6676 0.0884 0.06
H -0.67541 2.09751 4.20624 -0.8266 -0.7102 0.1005 0.10
H -2.45272 -0.78811 3.35456 0.1853 -0.3925 -0.2597 0.05
H -4.06099 -0.31715 3.90623 0.5576 0.1820 0.0188 0.05
C -2.82240 -4.74930 2.69841 -0.1627 1.2503 0.7139 -0.60
O -3.42977 -4.19185 3.67334 1.4528 -1.1431 -2.0503 -0.05
N -3.24420 -5.95936 2.20820 -0.7088 0.4921 0.5368 0.18
N -1.76314 -4.18471 2.05169 -0.8036 1.2368 1.6633 0.16
H -3.80436 -6.38830 2.89718 -0.9722 -0.5099 0.6468 0.08
H -2.63293 -6.62749 1.81130 1.1675 -0.0842 -0.7734 0.07
H -1.44330 -4.49849 1.15771 0.0236 -0.5722 -0.2306 0.07
H -1.53615 -3.20694 2.36886 0.0879 -0.7960 -0.3662 0.07
C 0.19610 -6.18636 -4.86475 -1.1341 1.3717 -0.3570 -0.68
O -0.51284 -7.12802 -4.50483 0.0683 -0.0723 0.1770 -0.03
N -0.30076 -4.94068 -5.14335 1.6811 -0.7767 -0.1538 0.18
N 1.54356 -6.36379 -4.96486 2.1221 -1.1284 -0.4325 0.14
H -1.26756 -4.76517 -5.04402 -1.0752 0.0383 0.2087 0.04
H 0.28669 -4.17317 -5.50747 -0.0461 -0.5092 0.3317 0.04
H 1.81024 -7.34843 -5.03122 -0.3756 0.5663 0.2899 0.10
H 2.28993 -5.77941 -5.35963 -1.3479 0.2578 0.2638 0.10
C -0.74927 0.23464 -4.38552 -0.5394 1.4798 -0.7094 -0.61
O -0.56126 -0.96086 -4.43065 -0.0507 -1.1974 0.3905 0.00
N -1.98375 0.80228 -3.98757 1.0632 -1.3142 -0.5868 0.17
N 0.20057 1.09957 -4.90183 -1.3568 1.2007 0.7694 0.18
H -2.66556 0.20699 -3.50983 0.8066 0.1277 -0.3399 0.08
H -1.88134 1.69363 -3.58649 -0.1239 1.2566 0.4896 0.06
H 1.12259 0.75447 -5.01505 0.6695 -0.6339 -0.1064 0.06
H 0.12421 2.13373 -4.92235 -0.3556 -0.8302 0.0772 0.07
C 2.22116 1.13510 3.60320 0.7809 1.2580 -1.0193 -0.58
O 2.65968 2.24333 4.00218 -0.6560 -2.0607 -0.2324 -0.02
N 2.25259 0.80168 2.24139 -1.8232 -2.4006 3.2520 0.20
N 1.72694 0.16717 4.48295 2.4125 3.0064 0.4035 0.17
H 2.71285 1.36003 1.57237 0.4114 0.7287 -0.4940 0.04
H 1.79974 -0.11818 2.01690 0.7067 1.2661 -0.4954 0.10
H 1.74727 0.42638 5.45651 -0.0573 0.2191 -0.1737 0.11
H 1.13728 -0.55307 4.27765 -1.7125 -2.1893 -1.2638 0.02
C -0.67242 -6.76036 -0.74251 -1.6509 -1.0906 -2.4045 -0.66
O -0.53047 -6.36674 0.38433 -0.1827 0.9961 2.3264 0.01
N 0.34127 -7.27144 -1.45239 0.9935 -0.7576 -0.5953 0.19
N -1.91006 -6.78903 -1.39685 1.2940 0.1026 0.7687 0.18
H 1.17449 -7.62532 -1.00581 -0.0509 0.5941 0.1851 0.09
H 0.32418 -7.33709 -2.45329 -0.4290 -0.0922 -0.3466 0.06
H -2.05299 -7.42179 -2.16361 0.0738 0.3044 -0.1989 0.09
H -2.63729 -6.17053 -1.07680 -0.1650 0.0091 -0.0317 0.06
C 2.19120 -4.70006 2.38286 -2.0087 -0.0005 1.0838 -0.64
O 3.17438 -5.03813 1.77026 1.4740 -0.3381 -0.6788 0.02
N 1.07906 -5.51214 2.54774 1.4132 1.4459 0.8330 0.19
N 2.13823 -3.46684 3.00853 -0.0247 -0.9483 -0.1853 0.18
H 0.24547 -5.01512 2.75280 -0.8954 0.3470 0.3853 0.04
H 0.91610 -6.21373 1.87759 0.0710 -0.7577 -1.0786 0.05
H 3.03468 -3.02426 3.04178 -0.2864 0.4375 0.0238 0.05
H 1.32560 -3.10396 3.48852 0.1598 -0.0579 -0.3072 0.06
C -0.27555 -3.45961 6.52953 -2.0178 0.1511 -0.5061 -0.64
O -0.91240 -3.79559 7.52087 0.4088 -0.0397 -0.2800 0.02
N -0.83665 -3.51629 5.25084 2.0868 0.7776 0.3216 0.18
N 0.97690 -2.89887 6.64292 -2.1579 0.5396 0.1477 0.16
H -0.62863 -2.76592 4.57417 -0.2684 -0.6892 0.4898 0.07
H -1.72330 -3.95613 5.17170 -0.8297 -0.1196 -0.0651 0.05
H 1.64599 -3.19140 5.99881 1.5490 -0.2804 -0.6661 0.05
H 1.10205 -2.65997 7.60235 1.0934 -0.1622 0.3188 0.09
```
Forces are in eV/Å.

- HOMO energy: -7.01 eV
- Kohn-Sham gap: 0.320 hartree
- Total energy: -6454.2753 Ha
- Charge: -1